No. 1
The following is a quantum chemistry calculation of an isolated ion of composition C4H9NOS and charge -2, from OMol25.

Each line ends with the natural charge from an NBO analysis.
Element x y z (Å)
C (-1.36, 0.69, -0.04)  -0.65
C (-0.23, -0.35, 0.19)  -0.06
C (-0.30, -0.87, 1.64)  -0.51
S (-1.67, -2.05, 1.98)  -0.79
N (1.09, 0.09, -0.18)  -0.70
C (1.43, 0.31, -1.64)  0.15
O (0.76, 1.24, -2.30)  -0.95
H (-1.26, 1.04, -1.07)  0.24
H (-1.31, 1.47, 0.72)  0.16
H (-2.32, 0.18, 0.10)  0.20
H (-0.52, -1.14, -0.48)  0.18
H (0.71, -1.24, 1.85)  0.18
H (-0.46, -0.02, 2.32)  0.16
H (1.44, 0.83, 0.42)  0.32
H (2.54, 0.57, -1.54)  0.03
H (1.48, -0.76, -1.98)  0.05

Computed properties:
E_HOMO: 0.59 eV
Charge: -2
Gap between HOMO and LUMO: 5.601 eV
Energy relative to the best compared isomer or geometry (same formula, charge and spin): 11.2 kcal per mole

=====

No. 2
The following is a quantum chemistry calculation of one molecule with the formula C4H9NOS, from OMol25.

Each line ends with the natural charge from an NBO analysis.
Element x y z (Å)
C (0.36, -1.59, 1.45)  0.44
C (2.00, -0.08, 0.26)  -0.63
C (-0.46, -0.20, -0.36)  -0.62
C (0.57, -0.29, 0.78)  0.00
N (0.38, 0.95, 1.82)  -0.74
O (-0.17, -2.53, 0.94)  -0.50
S (-0.01, 2.51, 1.02)  0.13
H (0.95, -1.75, 2.50)  0.11
H (2.42, -0.89, -0.32)  0.22
H (2.81, 0.21, 0.89)  0.23
H (1.88, 0.80, -0.47)  0.23
H (-0.13, 0.60, -1.11)  0.22
H (-1.40, -0.04, 0.07)  0.21
H (-0.46, -1.10, -0.86)  0.23
H (-0.45, 0.77, 2.36)  0.36
H (0.98, 3.19, 1.50)  0.10

Computed properties:
E_HOMO: -9.50 eV
Charge: 0
Gap between HOMO and LUMO: 10.003 eV
Energy relative to the best compared isomer or geometry (same formula, charge and spin): 60.6 kcal per mole

=====

No. 3
The following is a quantum chemistry calculation of one molecule with the formula C4H9NOS, from OMol25.

Each line ends with the natural charge from an NBO analysis.
Element x y z (Å)
C (1.12, 0.47, -0.76)  -0.64
C (-0.11, -0.17, -0.11)  0.17
C (0.06, -1.68, 0.09)  -0.64
C (-0.18, 0.35, 1.35)  0.08
H (1.20, 0.21, -1.83)  0.21
H (2.07, 0.15, -0.27)  0.22
H (0.99, 1.55, -0.73)  0.23
H (-0.73, -2.04, 0.69)  0.21
H (0.98, -1.97, 0.62)  0.23
H (0.02, -2.29, -0.85)  0.21
H (-1.43, -0.78, -1.34)  0.48
H (-0.24, -0.37, 2.16)  0.19
H (-1.32, 2.09, -0.47)  0.14
N (-0.34, 1.56, 1.69)  -0.52
O (-1.25, 0.06, -0.87)  -0.72
S (-0.85, 2.84, 0.63)  0.15

Computed properties:
E_HOMO: -8.67 eV
Charge: 0
Gap between HOMO and LUMO: 9.352 eV
Energy relative to the best compared isomer or geometry (same formula, charge and spin): 52.6 kcal per mole

=====

No. 4
The following is a quantum chemistry calculation of one molecule with the formula C4H9NOS, from OMol25.

Each line ends with the natural charge from an NBO analysis.
Element x y z (Å)
C (-0.62, 0.23, 1.07)  -0.22
N (0.19, -0.96, 0.90)  -0.63
C (1.53, -1.08, 1.07)  0.54
O (2.14, -2.11, 0.91)  -0.61
C (-0.65, 1.23, -0.10)  -0.42
C (-0.58, 0.57, -1.48)  -0.51
S (1.09, 0.01, -1.99)  -0.05
H (-0.39, 0.64, 2.03)  0.21
H (-1.64, -0.13, 1.12)  0.20
H (-0.24, -1.77, 0.49)  0.39
H (1.97, -0.14, 1.43)  0.11
H (0.05, 2.06, -0.02)  0.21
H (-1.65, 1.70, -0.06)  0.21
H (-0.87, 1.32, -2.21)  0.23
H (-1.23, -0.29, -1.46)  0.21
H (0.90, -1.28, -1.70)  0.13

Computed properties:
E_HOMO: -9.03 eV
Charge: 0
Gap between HOMO and LUMO: 9.714 eV
Energy relative to the best compared isomer or geometry (same formula, charge and spin): 20.5 kcal per mole

=====

No. 5
The following is a quantum chemistry calculation of a 3-piece molecular cluster, C4H9NOS overall, from OMol25.

Each line ends with the natural charge from an NBO analysis.
Element x y z (Å)
O (-2.29, 0.23, -0.42)  -0.43
C (-1.50, 0.99, 0.27)  0.24
C (-1.14, 0.88, 1.65)  0.14
C (-0.99, -2.23, -1.69)  -0.45
C (-0.03, -1.23, -1.63)  -0.37
S (2.56, -0.14, -0.14)  -0.54
N (0.09, 1.55, 1.96)  -0.66
H (-1.02, 1.80, -0.34)  0.18
H (-1.83, 0.60, 2.44)  0.23
H (-1.97, -2.00, -1.18)  0.20
H (-0.60, -3.22, -1.95)  0.21
H (0.13, -0.59, -0.72)  0.19
H (0.73, -1.15, -2.39)  0.19
H (2.01, 1.05, 0.17)  0.03
H (0.40, 1.31, 2.92)  0.41
H (0.79, 1.22, 1.28)  0.43

Computed properties:
E_HOMO: -7.60 eV
Charge: 0
Gap between HOMO and LUMO: 3.656 eV
Energy relative to the best compared isomer or geometry (same formula, charge and spin): 185.3 kcal per mole

=====

No. 6
The following is a quantum chemistry calculation of one molecule with the formula C4H9NOS, from OMol25.

Each line ends with the natural charge from an NBO analysis.
Element x y z (Å)
C (-1.28, 1.27, 1.43)  -0.43
N (-1.03, 0.56, 0.16)  -0.61
C (0.31, 0.10, -0.18)  -0.18
C (0.24, -0.76, -1.46)  -0.51
S (1.80, -0.49, -2.38)  -0.02
C (1.02, -0.61, 0.95)  0.42
O (1.92, -1.39, 0.86)  -0.50
H (-1.31, 0.61, 2.29)  0.18
H (-2.16, 1.89, 1.26)  0.21
H (-0.52, 2.04, 1.61)  0.20
H (-1.61, -0.28, 0.27)  0.34
H (0.88, 1.01, -0.40)  0.22
H (-0.65, -0.47, -2.01)  0.23
H (0.18, -1.79, -1.13)  0.22
H (1.49, -1.48, -3.22)  0.12
H (0.73, -0.22, 1.95)  0.10

Computed properties:
E_HOMO: -9.00 eV
Charge: 0
Gap between HOMO and LUMO: 9.663 eV
Energy relative to the best compared isomer or geometry (same formula, charge and spin): 45.7 kcal per mole

=====

No. 7
The following is a quantum chemistry calculation of one molecule with the formula C4H9NOS, from OMol25.

Each line ends with the natural charge from an NBO analysis.
Element x y z (Å)
C (1.48, -1.83, 0.09)  -0.72
C (0.49, 0.80, 0.52)  0.01
C (0.50, 2.11, -0.21)  -0.69
C (-2.55, -0.57, -0.38)  -0.15
H (0.31, -1.98, -0.01)  0.23
H (2.00, -2.65, -0.41)  0.23
H (1.90, -1.84, 1.12)  0.21
H (0.77, 0.72, 1.62)  0.22
H (0.48, 2.06, -1.40)  0.24
H (1.48, 2.29, 0.04)  0.24
H (-0.48, 2.57, 0.14)  0.23
H (-2.93, -0.67, 0.70)  0.18
H (-3.21, -0.85, -1.16)  0.19
N (-1.30, -0.17, -0.66)  -0.11
O (-0.72, 0.05, 0.54)  -0.41
S (1.79, -0.04, -0.55)  0.09

Computed properties:
E_HOMO: -8.57 eV
Charge: 0
Gap between HOMO and LUMO: 9.489 eV
Energy relative to the best compared isomer or geometry (same formula, charge and spin): 112.6 kcal per mole

=====

No. 8
The following is a quantum chemistry calculation of one molecule with the formula C4H9NOS, from OMol25.

Each line ends with the natural charge from an NBO analysis.
Element x y z (Å)
C (-1.60, 1.78, 0.07)  -0.26
C (-1.01, -0.53, 0.34)  -0.04
C (-1.06, -1.76, -0.61)  -0.63
C (2.58, 0.61, -0.52)  -0.08
H (-0.69, 2.08, 0.67)  0.18
H (-1.68, 2.48, -0.73)  0.20
H (-2.45, 1.72, 0.66)  0.17
H (-1.76, -0.56, 1.17)  0.20
H (-0.62, -1.53, -1.59)  0.24
H (-0.45, -2.64, -0.33)  0.22
H (-2.11, -1.96, -0.71)  0.21
H (3.05, 0.77, -1.58)  0.18
H (3.19, 0.72, 0.33)  0.15
N (1.44, 0.07, -0.53)  -0.56
O (-1.41, 0.49, -0.55)  -0.53
S (0.70, -0.38, 0.91)  0.36

Computed properties:
E_HOMO: -8.55 eV
Charge: 0
Gap between HOMO and LUMO: 9.446 eV
Energy relative to the best compared isomer or geometry (same formula, charge and spin): 66.9 kcal per mole

=====

No. 9
The following is a quantum chemistry calculation of one molecule with the formula C4H9NOS2, from OMol25.

Each line ends with the natural charge from an NBO analysis.
Element x y z (Å)
C (0.00, 2.33, 0.33)  -0.29
C (-0.58, -0.04, 0.23)  0.03
C (-1.07, -1.16, -0.71)  -0.25
C (2.26, -0.06, -0.26)  -0.45
H (-1.12, 3.01, 0.61)  0.18
H (0.58, 3.04, -0.48)  0.22
H (0.60, 2.03, 1.29)  0.21
H (-1.18, 0.06, 1.12)  0.18
H (-0.38, -1.09, -1.56)  0.21
H (-1.99, -0.88, -1.12)  0.20
H (-1.71, -2.29, 0.82)  0.35
H (-0.35, -2.93, 0.31)  0.38
H (1.69, 0.56, -0.97)  0.22
N (-1.20, -2.46, 0.00)  -0.82
O (-0.40, 1.20, -0.44)  -0.57
S (1.04, -0.71, 0.97)  0.17
S (3.81, -0.60, -0.17)  0.04

Computed properties:
E_HOMO: -8.75 eV
Charge: 0
Gap between HOMO and LUMO: 8.333 eV
Energy relative to the best compared isomer or geometry (same formula, charge and spin): 76.7 kcal per mole

=====

No. 10
The following is a quantum chemistry calculation of an isolated ion of composition C4H9NP and charge +1, from OMol25.

Each line ends with the natural charge from an NBO analysis.
Element x y z (Å)
C (1.46, 0.31, 0.84)  -0.05
C (0.32, 0.10, 0.23)  0.21
C (1.79, -1.96, -0.43)  -0.45
C (-1.17, 0.41, -0.40)  -0.80
N (1.14, -1.07, 0.54)  -0.38
P (-2.04, 2.02, 0.23)  0.63
H (2.17, 0.80, 1.35)  0.26
H (2.53, -1.44, -1.15)  0.25
H (2.23, -2.84, 0.02)  0.25
H (0.98, -2.24, -1.17)  0.23
H (-0.96, 0.34, -1.47)  0.27
H (-1.65, -0.50, 0.04)  0.25
H (0.73, -1.68, 1.24)  0.40
H (-1.00, 2.39, 1.14)  -0.04
H (-2.68, 1.30, 1.15)  -0.03

Computed properties:
E_HOMO (alpha / beta): -8.59 / -15.09 eV
Charge: +1
Gap between HOMO and LUMO (alpha / beta): 5.289 / 7.697 eV
2S+1: 3
Energy relative to the best compared isomer or geometry (same formula, charge and spin): 151.3 kcal per mole

=====

No. 11
The following is a quantum chemistry calculation of one molecule with the formula C4H9NS, from OMol25.

Each line ends with the natural charge from an NBO analysis.
Element x y z (Å)
C (0.91, -0.66, -0.02)  0.15
C (2.37, -0.88, 0.08)  -0.66
C (-1.33, 1.70, -0.34)  -0.61
C (-1.16, 0.43, 0.45)  -0.11
N (0.22, 0.22, 0.53)  -0.43
S (-2.20, -1.00, -0.27)  -0.15
H (0.36, -1.38, -0.58)  0.14
H (2.47, -1.77, 0.63)  0.23
H (2.82, -1.06, -0.87)  0.22
H (2.81, -0.01, 0.45)  0.23
H (-1.38, 1.36, -1.48)  0.21
H (-0.61, 2.41, -0.26)  0.23
H (-2.21, 2.18, -0.08)  0.21
H (-1.63, 0.46, 1.53)  0.22
H (-1.43, -2.02, 0.22)  0.13

Computed properties:
E_HOMO: -8.92 eV
Charge: 0
Gap between HOMO and LUMO: 9.797 eV
Energy relative to the best compared isomer or geometry (same formula, charge and spin): 38.0 kcal per mole

=====

No. 12
The following is a quantum chemistry calculation of one molecule with the formula C4H9NS, from OMol25.

Each line ends with the natural charge from an NBO analysis.
Element x y z (Å)
C (-2.49, 0.41, 0.18)  -0.75
C (0.13, -0.30, 0.25)  -0.42
C (0.82, 0.81, -0.42)  -0.24
C (1.47, -1.20, 0.10)  -0.21
H (-3.56, 0.09, 0.06)  0.23
H (-2.45, 1.39, -0.28)  0.21
H (-2.24, 0.48, 1.26)  0.22
H (0.12, -0.25, 1.43)  0.23
H (0.66, 1.81, -0.09)  0.20
H (0.65, 0.69, -1.51)  0.18
H (3.00, 0.42, -0.66)  0.37
H (1.83, -1.85, 0.95)  0.21
H (1.22, -1.82, -0.82)  0.18
N (2.17, 0.22, -0.02)  -0.64
S (-1.34, -0.88, -0.44)  0.23

Computed properties:
E_HOMO: -8.57 eV
Charge: 0
Gap between HOMO and LUMO: 9.584 eV
Energy relative to the best compared isomer or geometry (same formula, charge and spin): 53.8 kcal per mole

=====

No. 13
The following is a quantum chemistry calculation of one molecule with the formula C4H9NS, from OMol25.

Each line ends with the natural charge from an NBO analysis.
Element x y z (Å)
C (0.51, 1.40, 0.63)  0.09
C (-0.11, -0.91, 0.89)  -0.67
C (0.13, 0.10, -1.49)  -0.66
C (-0.21, 0.32, -0.04)  0.03
N (1.64, 1.73, 0.25)  -0.64
S (-2.32, 0.73, 0.01)  -0.20
H (-0.18, 2.05, 1.20)  0.17
H (-0.97, -1.66, 0.79)  0.24
H (-0.38, -0.76, 1.99)  0.23
H (0.89, -1.34, 0.81)  0.23
H (-0.76, -0.06, -2.07)  0.23
H (0.68, -0.81, -1.45)  0.22
H (0.72, 0.98, -1.79)  0.24
H (2.21, 2.40, 0.69)  0.36
H (-2.29, 1.42, -1.19)  0.13

Computed properties:
E_HOMO: -9.17 eV
Charge: 0
Gap between HOMO and LUMO: 9.781 eV
Energy relative to the best compared isomer or geometry (same formula, charge and spin): 49.1 kcal per mole

=====

No. 14
The following is a quantum chemistry calculation of one molecule with the formula C4H9NS, from OMol25.

Each line ends with the natural charge from an NBO analysis.
Element x y z (Å)
C (-1.05, -0.20, -0.88)  -0.43
C (-1.68, -0.88, 0.24)  -0.39
C (1.59, -0.82, -0.23)  -0.65
C (1.20, 0.39, 0.48)  -0.54
N (-0.98, 1.95, 0.69)  -1.17
S (-0.10, 1.29, -0.46)  1.02
H (-0.92, -0.56, -1.92)  0.22
H (-1.63, -0.36, 1.18)  0.23
H (-2.53, -1.70, 0.06)  0.22
H (1.47, -0.74, -1.36)  0.21
H (2.62, -1.03, -0.16)  0.23
H (0.78, -1.53, 0.12)  0.24
H (1.90, 1.18, 0.47)  0.22
H (0.76, 0.17, 1.51)  0.24
H (-1.42, 2.84, 0.29)  0.36

Computed properties:
E_HOMO (alpha / beta): -8.29 / -8.29 eV
Charge: 0
Gap between HOMO and LUMO (alpha / beta): 8.765 / 8.765 eV
Energy relative to the best compared isomer or geometry (same formula, charge and spin): 95.8 kcal per mole

=====

No. 15
The following is a quantum chemistry calculation of one molecule with the formula C4H9NS, from OMol25.

Each line ends with the natural charge from an NBO analysis.
Element x y z (Å)
C (-2.17, -0.49, 0.48)  -0.62
C (-1.17, -0.41, -0.62)  -0.24
C (1.25, -0.17, -0.10)  0.12
C (2.39, 0.86, 0.16)  -0.66
H (-2.94, -1.21, 0.22)  0.22
H (-2.64, 0.46, 0.71)  0.20
H (-1.69, -0.87, 1.43)  0.22
H (-1.67, 0.00, -1.54)  0.19
H (-0.80, -1.42, -0.86)  0.24
H (-0.17, 1.36, -0.16)  0.39
H (2.07, 1.90, 0.02)  0.20
H (3.22, 0.67, -0.58)  0.24
H (2.73, 0.74, 1.15)  0.24
N (0.00, 0.36, -0.27)  -0.58
S (1.58, -1.76, -0.01)  -0.17

Computed properties:
E_HOMO: -8.20 eV
Charge: 0
Gap between HOMO and LUMO: 9.025 eV
Energy relative to the best compared isomer or geometry (same formula, charge and spin): 4.5 kcal per mole